Molecular formula: C6H10N2O
Method: DFT, ωB97M-V/def2-TZVPD

```
19
Properties=species:S:1:pos:R:3
H 2.62 -0.34 -1.44
N 2.52 0.22 -0.59
C 1.34 0.18 -0.11
C 0.81 0.90 1.07
C -0.70 0.65 1.11
C -1.59 1.72 0.54
O -1.15 -0.21 1.88
C 0.19 -0.72 -0.83
C 0.08 -2.15 -0.40
N -0.25 -0.26 -1.96
H -0.76 -0.99 -2.48
H 1.28 0.51 1.98
H 1.03 1.97 0.98
H -1.40 2.72 0.93
H -2.65 1.50 0.74
H -1.51 1.79 -0.55
H 0.22 -2.23 0.68
H -0.92 -2.53 -0.64
H 0.83 -2.75 -0.91
```

The calculation puts the gap between HOMO and LUMO at 10.1 eV. The structure (SMILES) is [H]/N=C(CC(C)=O)\C(C)=N\[H]. The LUMO energy is 0.375 eV. The charge is 0. The relative energy (zero: lowest compared OMol25 entry of this formula, charge and spin) comes out at 159.8 kJ/mol. As for the spin multiplicity: 1.

Atom-resolved charges from Löwdin, all expressed in e: atom 1 (H): 0.06, atom 2 (N): 0.16, atom 3 (C): -0.32, atom 4 (C): -0.08, atom 5 (C): -0.44, atom 6 (C): -0.02, atom 7 (O): 0.07, atom 8 (C): -0.37, atom 9 (C): -0.04, atom 10 (N): 0.14, atom 11 (H): 0.06, atom 12 (H): 0.14, atom 13 (H): 0.13, atom 14 (H): 0.09, atom 15 (H): 0.09, atom 16 (H): 0.08, atom 17 (H): 0.08, atom 18 (H): 0.09, atom 19 (H): 0.09

***

Molecular formula: C7H13NO
Method: DFT, ωB97M-V/def2-TZVPD

```
22
Properties=species:S:1:pos:R:3
C 0.48 0.73 1.76
C 0.67 0.19 0.54
C 1.92 0.54 -0.24
C -0.69 0.09 -0.45
C -0.95 1.50 -0.98
C -1.88 -0.44 0.35
O -0.39 -0.73 -1.52
H -0.38 0.50 2.37
H 1.24 1.35 2.22
H 1.94 1.60 -0.48
H 2.81 0.30 0.34
H 1.93 -0.01 -1.18
H -0.13 1.83 -1.60
H -1.09 2.19 -0.15
H -1.85 1.49 -1.59
H -2.71 -0.62 -0.33
H -2.20 0.28 1.11
H -1.63 -1.36 0.87
H -0.29 -1.72 -1.15
C 0.87 -2.49 -0.12
N 1.00 -1.88 0.88
H 1.32 -3.33 -0.63
```

The calculation puts the gap between HOMO and LUMO (alpha / beta) at 8.0 / 8.0 eV. The structure (SMILES) is C=C(C)C(C)(C)O.C#N. The LUMO energy (alpha / beta) is -0.116 / -0.116 eV. The charge is 0. The relative energy (zero: lowest compared OMol25 entry of this formula, charge and spin) comes out at 399.8 kJ/mol. As for the spin multiplicity: 1.

Atom-resolved charges from Löwdin, all expressed in e: atom 1 (C): 0.00, atom 2 (C): -0.38, atom 3 (C): -0.08, atom 4 (C): -0.59, atom 5 (C): -0.02, atom 6 (C): -0.04, atom 7 (O): -0.08, atom 8 (H): 0.05, atom 9 (H): 0.06, atom 10 (H): 0.08, atom 11 (H): 0.08, atom 12 (H): 0.07, atom 13 (H): 0.08, atom 14 (H): 0.09, atom 15 (H): 0.09, atom 16 (H): 0.09, atom 17 (H): 0.08, atom 18 (H): 0.07, atom 19 (H): 0.09, atom 20 (C): -0.02, atom 21 (N): 0.16, atom 22 (H): 0.10

***

Molecular formula: C26H58FN3O7P2S
Method: DFT, ωB97M-V/def2-TZVPD

```
98
Properties=species:S:1:pos:R:3
H 0.89 0.56 3.64
N -0.12 0.46 3.81
C -0.77 0.68 2.73
C -2.30 0.62 2.82
C 0.05 1.02 1.45
P -0.54 0.20 -0.13
C -2.30 0.58 -0.75
C -3.29 -0.62 -0.56
C -4.66 -0.28 -1.30
F -4.94 1.09 -1.29
N 0.49 -0.70 -1.29
C -0.13 -1.06 -2.24
S -0.65 -1.14 -3.76
O -1.08 -1.21 0.66
C -0.02 -2.09 1.06
C -0.05 -3.46 0.22
C 1.36 -3.74 -0.50
C -0.57 -4.67 1.05
C -2.12 -4.86 1.04
C -2.70 -5.07 -0.42
C -2.91 -3.78 1.86
P 0.14 2.08 -1.22
N -1.01 3.19 -1.30
H -2.82 1.46 2.31
H -2.56 0.69 3.90
H -2.66 -0.38 2.49
H 1.14 0.80 1.59
H -0.01 2.13 1.31
H -2.24 0.76 -1.85
H -2.74 1.46 -0.24
H -2.95 -1.57 -1.03
H -3.57 -0.75 0.51
H -5.48 -0.87 -0.82
H -4.55 -0.67 -2.34
H 0.99 -1.63 1.11
H -0.27 -2.40 2.11
H -0.76 -3.25 -0.63
H 1.19 -3.86 -1.59
H 2.03 -2.87 -0.31
H 1.77 -4.65 -0.02
H -0.11 -5.59 0.62
H -0.21 -4.56 2.10
H -2.32 -5.83 1.56
H -3.53 -5.81 -0.31
H -1.91 -5.55 -1.04
H -3.12 -4.14 -0.85
H -3.40 -3.01 1.22
H -2.23 -3.32 2.61
H -3.72 -4.30 2.42
H 1.24 2.61 -0.47
H 0.63 1.70 -2.51
H -1.14 3.35 -2.31
C 6.40 -5.94 5.54
O 6.47 -5.13 4.38
C 6.69 -5.86 3.18
C 5.71 -5.47 2.09
O 4.35 -5.81 2.32
C 3.65 -5.14 3.36
C 3.44 -3.64 3.16
O 4.66 -2.93 3.24
C 4.83 -1.96 2.22
H 7.41 -6.10 5.95
H 5.80 -5.41 6.29
H 5.92 -6.90 5.35
H 6.65 -6.94 3.35
H 7.70 -5.61 2.84
H 5.99 -6.03 1.19
H 5.80 -4.42 1.82
H 4.11 -5.34 4.33
H 2.66 -5.60 3.40
H 2.79 -3.27 3.96
H 2.93 -3.48 2.20
H 4.40 -2.29 1.27
H 5.90 -1.82 2.07
H 4.39 -1.01 2.52
C -1.75 6.68 -1.30
O -2.02 6.52 -2.68
C -3.40 6.60 -3.02
C -3.65 7.55 -4.18
O -3.39 8.93 -3.93
C -2.04 9.33 -3.73
C -1.11 9.18 -4.93
O -0.87 7.82 -5.24
C -0.96 7.51 -6.62
H -1.82 5.72 -0.79
H -0.73 7.06 -1.20
H -2.43 7.41 -0.83
H -4.00 6.90 -2.16
H -3.71 5.60 -3.32
H -4.72 7.50 -4.40
H -3.15 7.22 -5.08
H -1.62 8.85 -2.84
H -2.09 10.40 -3.49
H -0.15 9.63 -4.68
H -1.54 9.72 -5.78
H -1.74 8.10 -7.12
H -1.23 6.46 -6.71
H 0.00 7.68 -7.10
```

The calculation puts the gap between HOMO and LUMO at 7.8 eV. The structure (SMILES) is [H]/N=C(/C)CP(CCCF)(N=C=S)(OC[C@@H](C)CC(C)C)[PH2]=N.COCCOCCOC.COCCOCCOC. The LUMO energy is -0.142 eV. The charge is 0. As for the spin multiplicity: 1.

Atom-resolved charges from Löwdin, all expressed in e: atom 1 (H): 0.04, atom 2 (N): 0.12, atom 3 (C): -0.43, atom 4 (C): -0.04, atom 5 (C): -0.24, atom 6 (P): 0.70, atom 7 (C): -0.27, atom 8 (C): -0.21, atom 9 (C): -0.20, atom 10 (F): -0.06, atom 11 (N): -0.06, atom 12 (C): -0.88, atom 13 (S): 0.70, atom 14 (O): -0.36, atom 15 (C): -0.22, atom 16 (C): -0.29, atom 17 (C): -0.06, atom 18 (C): -0.17, atom 19 (C): -0.39, atom 20 (C): -0.07, atom 21 (C): -0.06, atom 22 (P): 0.63, atom 23 (N): -0.34, atom 24 (H): 0.09, atom 25 (H): 0.08, atom 26 (H): 0.07, atom 27 (H): 0.09, atom 28 (H): 0.07, atom 29 (H): 0.07, atom 30 (H): 0.08, atom 31 (H): 0.10, atom 32 (H): 0.08, atom 33 (H): 0.12, atom 34 (H): 0.12, atom 35 (H): 0.10, atom 36 (H): 0.11, atom 37 (H): 0.11, atom 38 (H): 0.07, atom 39 (H): 0.05, atom 40 (H): 0.07, atom 41 (H): 0.11, atom 42 (H): 0.11, atom 43 (H): 0.12, atom 44 (H): 0.08, atom 45 (H): 0.08, atom 46 (H): 0.06, atom 47 (H): 0.06, atom 48 (H): 0.07, atom 49 (H): 0.08, atom 50 (H): -0.02, atom 51 (H): -0.02, atom 52 (H): -0.03, atom 53 (C): -0.11, atom 54 (O): -0.20, atom 55 (C): -0.19, atom 56 (C): -0.18, atom 57 (O): -0.12, atom 58 (C): -0.17, atom 59 (C): -0.19, atom 60 (O): -0.19, atom 61 (C): -0.11, atom 62 (H): 0.09, atom 63 (H): 0.09, atom 64 (H): 0.09, atom 65 (H): 0.12, atom 66 (H): 0.13, atom 67 (H): 0.13, atom 68 (H): 0.11, atom 69 (H): 0.11, atom 70 (H): 0.13, atom 71 (H): 0.13, atom 72 (H): 0.10, atom 73 (H): 0.08, atom 74 (H): 0.09, atom 75 (H): 0.08, atom 76 (C): -0.12, atom 77 (O): -0.21, atom 78 (C): -0.19, atom 79 (C): -0.18, atom 80 (O): -0.12, atom 81 (C): -0.18, atom 82 (C): -0.19, atom 83 (O): -0.20, atom 84 (C): -0.11, atom 85 (H): 0.06, atom 86 (H): 0.09, atom 87 (H): 0.08, atom 88 (H): 0.12, atom 89 (H): 0.13, atom 90 (H): 0.13, atom 91 (H): 0.11, atom 92 (H): 0.11, atom 93 (H): 0.13, atom 94 (H): 0.13, atom 95 (H): 0.12, atom 96 (H): 0.09, atom 97 (H): 0.09, atom 98 (H): 0.09

***

Molecular formula: C4H4F2
Method: DFT, ωB97M-V/def2-TZVPD

```
10
Properties=species:S:1:pos:R:3
F -0.21 2.44 -0.72
C -0.04 1.72 0.35
C -0.12 0.32 0.39
C -0.14 -0.58 -0.63
C -0.01 -1.87 -0.41
F 0.36 -2.07 0.95
H 0.25 2.32 1.18
H 0.47 -0.02 1.34
H -0.28 -0.23 -1.72
H 0.12 -2.93 -1.03
```

The calculation puts the gap between HOMO and LUMO at 9.2 eV. The structure (SMILES) is F/C=C\C=C/F. The LUMO energy is 0.576 eV. The charge is 0. The relative energy (zero: lowest compared OMol25 entry of this formula, charge and spin) comes out at 157.6 kJ/mol. As for the spin multiplicity: 1.

Atom-resolved charges from Löwdin, all expressed in e: atom 1 (F): 0.04, atom 2 (C): -0.13, atom 3 (C): -0.12, atom 4 (C): -0.18, atom 5 (C): -0.08, atom 6 (F): -0.10, atom 7 (H): 0.10, atom 8 (H): 0.15, atom 9 (H): 0.15, atom 10 (H): 0.17

***

Molecular formula: C12H21CuNSi
Method: DFT, ωB97M-V/def2-TZVPD

```
36
Properties=species:S:1:pos:R:3
C -2.62 0.35 -1.94
C -1.64 1.33 -2.30
C -1.33 2.09 -1.12
C -2.10 1.54 -0.03
C -2.88 0.46 -0.54
Cu -0.48 0.15 -0.75
C 0.46 -1.00 -2.26
C -0.41 -2.05 -1.73
C -0.87 -3.08 -2.55
N -0.72 -1.82 -0.43
H -0.63 2.92 -1.05
H -1.19 1.48 -3.28
H -2.10 1.92 1.00
H -3.59 -0.13 0.03
H -3.08 -0.37 -2.63
H 0.23 -0.62 -3.26
H -1.61 -2.26 -0.14
H 1.51 -1.05 -1.97
H -0.53 -3.06 -3.58
H -1.53 -3.85 -2.15
C -0.08 0.67 2.83
Si 1.47 0.42 1.78
C 2.88 1.50 2.47
C 1.99 -1.39 1.84
C 1.20 1.00 0.02
H 0.13 0.40 3.88
H -0.91 0.04 2.47
H -0.40 1.72 2.81
H 3.12 1.25 3.51
H 3.79 1.37 1.88
H 2.61 2.56 2.44
H 1.20 -2.03 1.42
H 2.91 -1.55 1.26
H 2.19 -1.69 2.88
H 1.07 2.09 -0.09
H 1.93 0.68 -0.74
```

The calculation puts the gap between HOMO and LUMO (alpha / beta) at 4.3 / 4.3 eV. The LUMO energy (alpha / beta) is 5.851 / 5.820 eV. Its expectation value of S² is 0.758. The charge is -2. As for the spin multiplicity: 2.

Atom-resolved charges from Löwdin, all expressed in e: atom 1 (C): -0.20, atom 2 (C): -0.20, atom 3 (C): -0.24, atom 4 (C): -0.22, atom 5 (C): -0.21, atom 6 (Cu): 0.18, atom 7 (C): -0.13, atom 8 (C): -0.65, atom 9 (C): -0.10, atom 10 (N): -0.03, atom 11 (H): 0.07, atom 12 (H): 0.08, atom 13 (H): 0.07, atom 14 (H): 0.07, atom 15 (H): 0.07, atom 16 (H): 0.03, atom 17 (H): 0.02, atom 18 (H): 0.02, atom 19 (H): -0.03, atom 20 (H): -0.03, atom 21 (C): -0.21, atom 22 (Si): 0.39, atom 23 (C): -0.24, atom 24 (C): -0.21, atom 25 (C): -0.30, atom 26 (H): 0.00, atom 27 (H): 0.02, atom 28 (H): 0.01, atom 29 (H): -0.01, atom 30 (H): 0.01, atom 31 (H): 0.01, atom 32 (H): 0.01, atom 33 (H): 0.02, atom 34 (H): 0.00, atom 35 (H): -0.04, atom 36 (H): -0.04

***

Molecular formula: C2H11N8
Method: DFT, ωB97M-V/def2-TZVPD

```
21
Properties=species:S:1:pos:R:3
C -1.42 -0.94 0.44
C 2.04 -0.02 -0.10
N -1.08 -1.77 1.30
N -1.01 2.41 -0.56
N -1.49 1.15 -0.47
N -2.13 -1.18 -0.68
N 2.11 -1.28 0.36
N 1.95 0.26 -1.38
N -0.85 0.40 0.35
N 0.09 0.71 1.22
H 2.34 0.79 0.48
H -0.68 -1.39 2.14
H -1.84 2.98 -0.85
H -3.00 -1.88 -0.62
H -2.46 -0.34 -1.21
H 2.06 -1.48 1.33
H 2.37 -2.06 -0.14
H 1.44 -0.32 -2.08
H 2.02 1.32 -1.59
H 0.25 -0.14 1.79
H -0.73 2.78 0.27
```

The calculation puts the gap between HOMO and LUMO (alpha / beta) at 8.5 / 8.5 eV. The LUMO energy (alpha / beta) is -3.763 / -3.761 eV. The charge is +1. The relative energy (zero: lowest compared OMol25 entry of this formula, charge and spin) comes out at 41.4 kJ/mol. As for the spin multiplicity: 1.

Atom-resolved charges from Löwdin, all expressed in e: atom 1 (C): -0.51, atom 2 (C): -0.23, atom 3 (N): 0.16, atom 4 (N): 0.08, atom 5 (N): -0.01, atom 6 (N): 0.10, atom 7 (N): 0.19, atom 8 (N): 0.17, atom 9 (N): -0.22, atom 10 (N): 0.07, atom 11 (H): 0.12, atom 12 (H): 0.05, atom 13 (H): 0.14, atom 14 (H): 0.18, atom 15 (H): 0.10, atom 16 (H): 0.12, atom 17 (H): 0.11, atom 18 (H): 0.16, atom 19 (H): 0.18, atom 20 (H): 0.03, atom 21 (H): 0.03

***

| no. | calculated total energy (eV) |
| --- | --- |
| 1 | -11410.432 |
| 2 | -11003.609 |
| 3 | -78828.488 |
| 4 | -9644.819 |
| 5 | -66787.377 |
| 6 | -14163.167 |